Molecular formula: C7H10N3OPS
Method: DFT, ωB97M-V with the def2-TZVPD basis set

Each line ends with the Löwdin charge.
CARTESIAN COORDINATES (ANGSTROEM)
C1 -4.38100 -0.45169 0.19937  -0.104
C2 -3.30885 -0.98064 0.95022  -0.062
C3 -4.04543 0.50686 -0.72099  -0.114
C4 -1.91855 -0.51332 0.82315  0.026
C5 -2.78886 1.05878 -0.84461  -0.028
C6 -1.70233 0.56431 -0.10124  -0.293
C7 0.65197 0.64923 -0.30026  -0.484
N1 -0.49765 1.15733 -0.31762  0.020
N2 3.35346 -0.80991 1.00328  -0.060
N3 5.02054 0.27174 -0.58376  -0.071
O1 2.87614 -1.06145 -1.54902  -0.338
P1 3.42120 -0.19425 -0.48582  0.221
S1 2.20517 1.68504 -0.35618  0.623
H1 -5.39315 -0.87037 0.27990  0.107
H2 -3.64747 -1.68265 1.68654  0.081
H3 -4.78079 0.94487 -1.39217  0.104
H4 -1.16663 -1.01009 1.36183  0.076
H5 -2.53538 1.67519 -1.64205  0.091
H6 1.05566 -0.31033 0.11516  0.045
H7 3.37329 -1.75418 1.12412  0.035
H8 3.67223 -0.35940 1.81161  0.054
H9 5.34084 0.64624 0.29161  0.048
H10 5.19560 0.83867 -1.35306  0.023

Forces on the atoms, in the same order (eV/Å):
1.3808 -0.8392 0.5541
1.0619 1.3206 -0.3630
-0.6882 1.4092 -1.0900
-4.1607 0.8049 -1.6254
0.5941 -2.0490 1.3334
-1.6230 -2.2311 1.2920
1.1184 0.5441 1.8755
2.5408 0.7415 -0.9442
-0.8046 1.2548 0.2050
-1.2278 -1.1194 0.8496
0.5659 0.3594 0.6421
-0.5110 1.3409 -1.2582
-0.2782 -1.7714 -0.4198
0.5546 0.3379 0.0795
0.6635 -0.6004 0.3705
-0.2052 -0.2951 0.1210
0.9768 -0.2404 0.6908
0.1139 1.4735 -1.0528
-1.4197 0.0896 -0.7956
-0.0932 -3.1374 0.0101
0.3229 1.0904 0.9955
0.3688 0.2334 0.0541
0.7493 1.2832 -1.5243

Values from the calculation:
**Gap between HOMO and LUMO**: 8.86 eV
**ΔE to the lowest compared entry with this formula, charge and spin**: 0.0479 eV
**Spin multiplicity**: 1
**Calculated total energy**: -34063.8012 eV

Molecular formula: C3H8N2O
Method: DFT, ωB97M-V with the def2-TZVPD basis set

Each line ends with the Löwdin charge.
CARTESIAN COORDINATES (ANGSTROEM)
C1 -0.84379 1.95321 0.88967  -0.055
C2 -1.79577 2.10545 -0.03819  -0.319
N1 -3.17150 2.26255 0.02301  0.045
H1 -1.11720 1.63779 1.89628  0.037
H2 0.12337 2.40682 0.73516  0.038
H3 -1.40297 2.19040 -1.05109  0.096
H4 -3.70943 2.22038 0.86992  0.089
H5 -3.48685 2.70976 -0.81068  0.074
C3 1.79413 -2.29885 0.05425  -0.414
N2 1.49305 -1.32727 -0.90018  0.088
O1 2.85542 -2.85436 0.14070  0.027
H6 0.83979 -2.77260 0.39337  0.127
H7 0.52886 -1.05621 -0.82687  0.069
H8 1.93045 -1.51458 -1.79152  0.097

Forces on the atoms, in the same order (eV/Å):
-0.9941 -0.1292 0.9420
0.5319 0.6785 -0.2197
1.1882 -1.0792 -0.4289
0.1247 0.4919 0.0539
0.3350 -0.8778 -0.3549
-0.3602 0.6123 -0.0498
0.1043 0.2483 -0.1300
-0.9213 0.0110 0.1648
-0.9292 -1.1752 -2.2711
0.4437 -0.4430 1.2998
0.2522 0.3429 0.5362
0.4460 0.5710 1.1777
-0.1180 0.1963 -0.7386
-0.1032 0.5522 0.0187

Values from the calculation:
**Gap between HOMO and LUMO**: 9.06 eV
**ΔE to the lowest compared entry with this formula, charge and spin**: 2.3899 eV
**Spin multiplicity**: 1
**Calculated total energy**: -8266.9361 eV

Molecular formula: C22H25N3O7S
Method: DFT, ωB97M-V with the def2-TZVPD basis set

Each line ends with the Löwdin charge.
CARTESIAN COORDINATES (ANGSTROEM)
C1 5.00266 1.52639 0.18302  0.018
H1 5.65065 1.19872 -0.79761  0.164
H2 4.81356 0.74980 0.66499  -0.006
H3 5.63794 2.14972 0.66834  0.066
O1 3.84181 2.12321 -0.39239  -0.043
C2 2.76656 1.61994 -0.88083  -0.193
C3 2.77365 0.30929 -1.30781  0.063
C4 1.73069 -0.03405 -2.27963  -0.061
C5 0.56396 0.74509 -2.45415  0.028
C6 0.60344 1.93480 -1.81380  0.004
C7 1.57122 2.66385 -1.03203  -0.157
N1 1.46686 3.77759 -0.48799  0.043
C8 0.54074 4.05660 0.16157  -0.781
S1 0.55582 5.93636 0.66981  0.299
N2 -0.56839 3.46613 0.49893  0.072
C9 -0.71918 2.06524 0.90346  -0.082
C10 0.48915 1.16631 1.19784  0.077
C11 0.33207 -0.11259 1.22909  -0.207
C12 -0.73419 -0.57883 0.80746  0.045
C13 -1.99355 0.13223 0.72096  -0.084
C14 -1.91501 1.46535 0.45048  0.040
H4 -2.85983 2.14954 0.45081  0.175
C15 -3.26175 -0.50398 0.41360  -0.251
O2 -3.46276 -1.75826 0.66062  0.059
O3 -4.22543 0.39178 -0.25079  -0.042
C16 -5.43765 -0.31890 -0.28504  -0.402
C17 -5.55765 -1.05157 -1.70753  0.005
H5 -4.78634 -1.48560 -1.87198  -0.051
H6 -6.62985 -1.31773 -1.80087  0.099
H7 -5.33266 -0.09929 -2.33580  0.117
C18 -6.53016 0.87104 -0.07970  0.005
H8 -6.48986 1.10705 0.86210  -0.002
H9 -6.33998 1.62434 -0.69719  0.022
H10 -7.56590 0.24468 -0.20448  0.141
H11 -5.70682 -1.23972 0.42831  0.173
H12 -0.87872 -1.55822 0.90814  0.108
C19 1.64748 -0.82400 1.22674  -0.292
O4 2.68938 -0.27923 1.86396  0.017
O5 1.40681 -2.09091 1.34404  0.026
C20 2.43103 -2.89173 1.60966  -0.397
C21 2.48376 -3.76829 3.03592  -0.014
H13 2.25048 -2.87124 3.90484  0.143
H14 1.37898 -4.30136 2.94288  0.116
H15 3.19053 -4.50483 3.07009  0.003
C22 2.43769 -3.96272 0.29887  -0.002
H16 2.83389 -3.58437 -0.59569  -0.006
H17 1.68077 -4.67075 0.39688  0.016
H18 3.48547 -4.88045 0.54426  0.170
H19 3.48798 -2.32178 1.38638  0.175
H20 1.25557 1.85455 1.48172  0.135
H21 -1.34437 4.07441 0.83950  0.139
H22 2.47099 4.22676 -0.35153  0.239
H23 -0.12324 2.65738 -2.03481  0.117
H24 -0.13987 0.23449 -2.82720  0.051
N3 1.89606 -1.46898 -2.52553  -0.471
O6 0.88683 -1.68830 -3.10452  0.082
O7 2.70888 -2.15493 -2.40484  0.207
H25 3.63980 -0.20001 -1.30152  0.085

Forces on the atoms, in the same order (eV/Å):
1.5411 2.6393 -9.4601
-1.1971 0.4131 2.2893
-1.9925 -6.7835 4.4326
1.0069 2.5774 1.5386
2.0329 3.4978 2.7218
-2.2745 1.8987 -0.1237
-5.0449 3.3061 -3.2945
3.4614 1.4466 5.6025
8.0074 0.0080 3.1277
0.5073 4.8692 1.1692
3.3313 -16.1297 -6.4964
13.1544 1.5880 -3.2743
-9.7775 12.4304 8.8460
-0.1004 -3.1631 -0.6493
-2.2442 -2.9336 1.9057
2.3248 -1.6784 -2.6475
-3.9064 10.9395 0.1518
8.9728 0.8249 -0.4781
-10.9360 -1.9970 -0.9237
1.6297 -0.4607 -2.1206
-0.7409 3.1875 3.5024
1.7878 -1.4586 -0.8351
-1.6834 -4.7448 -0.1823
0.4417 6.0599 -1.3028
2.9978 -3.8703 3.1065
-4.2377 -0.9361 -1.0933
-8.7952 10.6397 2.6542
8.6715 -7.0780 -1.8411
1.2078 -0.7110 -0.4718
-1.0453 -1.3982 0.1725
-1.9279 -8.8937 -2.5811
0.2388 1.6704 5.3024
0.3321 3.0665 -2.8335
2.1299 2.1377 -0.1035
1.4816 2.5863 -0.5615
-0.5086 -4.2539 -0.4315
3.1792 2.8082 7.7941
-4.2584 -2.0525 -4.3979
-2.0382 0.3082 -0.7512
7.2796 -5.1661 -2.1809
-7.7460 5.6045 -1.1477
1.4269 -3.0582 -2.0478
2.7547 0.9767 0.5599
2.1862 -1.2288 0.3668
5.0110 -1.7738 5.0623
-0.4904 0.7093 -1.2719
-1.8172 -0.6556 -0.6823
-2.8580 2.8354 -0.4196
-2.6934 -1.2147 1.2071
1.2528 -0.7791 0.2312
1.4407 -0.3630 -0.3583
-2.9708 -0.0555 -0.1997
-2.0550 0.3796 -0.3576
-5.8531 -2.6273 -3.2775
-11.5066 10.8269 -3.6292
-4.9649 -3.5783 -2.8652
13.1318 -9.2164 3.1366
2.7429 -1.9761 0.4112

Values from the calculation:
**Gap between HOMO and LUMO**: 6.39 eV
**ΔE to the lowest compared entry with this formula, charge and spin**: 23.0685 eV
**Spin multiplicity**: 1
**Calculated total energy**: -52835.8122 eV

Molecular formula: C7H13NO
Method: DFT, ωB97M-V with the def2-TZVPD basis set

Each line ends with the Löwdin charge.
CARTESIAN COORDINATES (ANGSTROEM)
C1 -2.44737 0.60358 1.36055  -0.129
C2 0.93357 -1.49285 -1.46266  -0.054
C3 1.80724 1.34210 -1.44291  -0.028
C4 -0.65520 -0.83049 0.40375  -0.286
C5 0.51482 -0.52867 -0.38648  -0.228
C6 0.99605 0.75427 -0.33108  -0.333
N1 1.01654 1.48338 0.83873  0.125
C7 -0.95499 -1.90854 1.11338  0.065
O1 -1.48997 0.39226 0.36162  -0.167
H1 1.08031 2.47860 0.73832  0.086
H2 0.30565 1.21906 1.51346  0.092
H3 -1.96903 0.63856 2.35366  0.091
H4 -3.22209 -0.19341 1.38324  0.088
H5 -2.94092 1.55604 1.15367  0.088
H6 0.49772 -2.47173 -1.26846  0.073
H7 0.58405 -1.16649 -2.44632  0.078
H8 2.02228 -1.57972 -1.50853  0.078
H9 1.88346 2.42735 -1.34582  0.078
H10 2.82280 0.94863 -1.42489  0.089
H11 1.36785 1.09035 -2.40492  0.081
H12 -0.24111 -2.70251 1.21208  0.063
H13 -1.91166 -2.05976 1.58959  0.052

Forces on the atoms, in the same order (eV/Å):
-0.3964 -0.7837 0.4858
0.0067 0.2647 -0.0760
0.2100 -0.0843 0.1051
-1.0242 2.3105 0.8253
0.0189 1.1352 -0.6688
0.7997 -1.2974 0.0613
-0.6831 0.1002 0.2276
-0.5688 0.0279 0.0802
0.8049 -1.9471 -0.2411
-0.0466 0.2958 -0.1036
0.2845 0.0427 -0.1262
-0.1772 0.0066 -0.0951
0.3253 0.4041 -0.0050
0.1414 -0.1066 -0.0347
0.1047 -0.0183 -0.0263
0.0101 -0.0866 -0.1159
-0.0717 -0.1337 -0.0509
-0.0722 -0.0645 -0.0428
0.1445 -0.0341 -0.0506
0.0088 0.0509 -0.0723
0.2378 -0.2087 -0.1547
-0.0572 0.1264 0.0786

Values from the calculation:
**Gap between HOMO and LUMO**: 8.34 eV
**ΔE to the lowest compared entry with this formula, charge and spin**: 2.0792 eV
**Spin multiplicity**: 1
**Calculated total energy**: -11005.6738 eV

Molecular formula: C3H5NO
Method: DFT, ωB97M-V with the def2-TZVPD basis set

Each line ends with the Löwdin charge.
CARTESIAN COORDINATES (ANGSTROEM)
C1 -0.32450 0.24182 0.95602  -0.489
C2 0.50341 0.92548 -0.01977  -0.198
C3 -0.89271 -0.67839 -0.13306  -0.081
H1 0.95835 2.12985 -0.42060  0.198
H2 1.55181 0.31587 0.35554  0.172
H3 0.89412 -0.53890 -1.52573  0.150
H4 -0.55269 -1.74634 0.26480  0.157
H5 -1.87215 -0.68878 -0.48145  0.075
N1 0.06097 0.06024 -1.09678  -0.098
O1 -0.32660 -0.02087 2.10104  0.113

Forces on the atoms, in the same order (eV/Å):
-2.6882 -1.3179 -0.6462
7.4227 1.7667 -1.7381
3.7235 -1.7919 0.4655
-1.9960 -3.5859 1.8697
-1.9243 2.3345 -0.4948
-2.6327 1.6000 1.3394
-0.7766 1.9331 -1.2969
-1.7425 0.1159 -0.3253
0.3819 -1.9706 -1.3793
0.2321 0.9162 2.2060

Values from the calculation:
**Gap between HOMO and LUMO**: 9.85 eV
**ΔE to the lowest compared entry with this formula, charge and spin**: 3.7495 eV
**Spin multiplicity**: 1
**Calculated total energy**: -6725.8232 eV

Molecular formula: C39H14BrF15GeN3O4RuS2
Method: DFT, ωB97M-V with the def2-TZVPD basis set

Each line ends with the Löwdin charge.
CARTESIAN COORDINATES (ANGSTROEM)
Ru1 -1.13058 0.74042 -0.06871  1.007
O1 2.48812 0.02892 -0.78081  -0.300
S1 2.48252 1.45582 -0.60361  0.630
O2 3.13182 2.26612 -1.59191  -0.280
N1 0.88672 1.87852 -0.46571  -0.118
C1 0.34672 2.98832 -0.96751  -0.422
C2 0.85562 4.24292 -1.23801  -0.012
C3 0.06772 5.33332 -1.65731  -0.042
C4 -1.30948 5.53152 -1.66131  -0.021
C5 -2.32228 4.72812 -1.12011  -0.144
C6 -3.68868 4.98682 -1.14551  -0.013
C7 -4.58748 4.08382 -0.59901  -0.058
C8 -4.13668 2.83452 -0.14431  -0.121
N2 -2.87828 2.51592 -0.06831  0.045
C9 -1.89028 3.50312 -0.37071  -0.368
C10 3.06832 1.92592 1.02369  -0.258
C11 3.67952 3.15912 1.14689  -0.057
C12 4.03922 3.62842 2.39899  -0.064
C13 3.76382 2.86632 3.52179  -0.080
C14 3.17542 1.61862 3.38759  -0.084
C15 2.83072 1.14192 2.13359  -0.059
H1 1.92452 4.37022 -1.17841  0.101
H2 0.64552 6.18032 -2.00631  0.110
H3 -1.65038 6.45682 -2.10851  0.116
H4 -4.05058 5.87662 -1.63651  0.118
H5 -5.64598 4.28342 -0.59351  0.096
H6 -4.84818 2.07092 0.13529  0.118
H7 3.89022 3.72622 0.25639  0.107
H8 4.53652 4.58102 2.49599  0.108
H9 4.03052 3.23492 4.50059  0.105
H10 2.99302 1.00252 4.25429  0.107
H11 2.41142 0.16052 2.01689  0.091
Br1 -2.40038 -0.68718 2.22649  0.865
C16 -1.34078 0.85732 2.75349  -0.650
C17 -0.70788 1.03962 3.94579  -0.050
C18 -0.03268 2.27562 4.09359  -0.019
C19 -0.11578 3.23652 3.11719  0.041
C20 -0.85578 2.97292 1.94449  -0.152
N3 -1.37768 1.73282 1.76389  -0.103
C21 -1.13588 3.98402 0.95039  -0.214
O3 -0.82928 5.15642 1.09129  0.157
O4 -0.98448 2.78012 -1.21491  -0.058
H12 -0.70658 0.29882 4.72469  0.116
H13 0.52282 2.45072 4.99949  0.119
H14 0.34842 4.20582 3.21989  0.131
F1 2.46882 -3.28478 -0.06581  0.098
C22 2.50052 -3.42608 -1.39771  -0.209
C23 1.37772 -3.10518 -2.13401  -0.126
C24 1.43312 -3.27928 -3.50591  -0.237
F2 0.32042 -2.98798 -4.19891  0.086
C25 2.55242 -3.78588 -4.15031  -0.131
F3 2.57282 -3.98318 -5.46831  0.127
C26 3.66732 -4.12298 -3.38551  -0.121
F4 4.75162 -4.62698 -3.97151  0.134
C27 3.64152 -3.93988 -2.00621  -0.130
F5 4.69962 -4.29058 -1.27441  0.122
Ge1 -0.38708 -2.52668 -1.39311  0.733
S2 -1.05868 -0.54308 -2.02551  0.237
C28 -1.71378 -3.85278 -2.11441  -0.143
C29 -1.37588 -5.07478 -2.66651  -0.225
F6 -0.09178 -5.46028 -2.63621  0.101
C30 -2.32718 -5.92608 -3.21601  -0.131
F7 -1.96978 -7.09918 -3.73971  0.125
C31 -3.66608 -5.54438 -3.20791  -0.125
F8 -4.59168 -6.34618 -3.72941  0.133
C32 -4.03838 -4.33408 -2.62971  -0.134
F9 -5.32458 -3.98508 -2.59341  0.122
C33 -3.05528 -3.51688 -2.08791  -0.237
F10 -3.40728 -2.37668 -1.47981  0.038
C34 -0.25348 -2.97408 0.58209  -0.135
C35 -0.64738 -4.18338 1.12869  -0.202
F11 -1.22898 -5.09428 0.34199  0.111
C36 -0.46298 -4.47778 2.47739  -0.127
F12 -0.87028 -5.64178 2.97989  0.131
C37 0.14472 -3.54068 3.30809  -0.130
F13 0.31802 -3.79748 4.60029  0.138
C38 0.53462 -2.31308 2.78559  -0.172
F14 1.06722 -1.38418 3.58839  0.103
C39 0.32032 -2.05688 1.44059  -0.324
F15 0.60662 -0.82338 0.96339  -0.037

Forces on the atoms, in the same order (eV/Å):
-0.1643 -0.5221 -1.7686
0.2895 0.3653 0.5580
-0.9851 -0.2435 -0.2024
0.1994 0.2413 0.2210
0.3310 -0.5018 -0.1473
1.0436 0.6001 -0.3591
-0.2263 -0.1591 -0.1434
0.0597 -0.1075 -0.1576
-0.2943 -0.0165 -0.1978
0.4545 -0.3098 0.1243
-0.2759 -0.2875 0.1515
-0.1843 0.7334 -0.2235
0.6947 0.0269 0.0666
-0.5876 -0.0188 -0.3257
-0.6379 0.9495 -0.0963
-0.0126 -0.0014 -0.5607
0.1206 0.1746 -0.1079
-0.0679 -0.0015 0.0007
0.0540 -0.0100 0.0795
-0.0008 -0.0540 -0.0817
0.0350 -0.2165 0.1004
0.0333 0.0115 0.0550
-0.0199 0.0643 -0.0205
0.0137 0.1023 -0.0222
-0.0378 0.1728 -0.0347
-0.1056 0.0585 -0.0885
-0.0979 -0.1810 -0.0488
0.0364 0.1475 -0.1308
0.0178 0.1064 -0.0011
0.0536 0.0264 0.1124
-0.0046 -0.0770 0.1287
-0.1517 -0.1901 -0.0206
0.1578 0.2221 0.8494
-0.8317 -0.3667 -0.7818
0.5392 0.9677 0.4067
-0.4754 -1.1432 0.0836
-0.5951 0.4251 -1.0001
0.6543 -1.9289 2.3248
0.8867 1.3975 1.8400
0.1108 1.9822 -1.5677
-0.6464 -1.6943 0.5600
0.2912 -0.0438 0.1812
-0.0109 -0.1323 0.0673
0.1030 0.0965 0.1059
0.0211 0.0502 0.0487
0.4298 -0.0890 0.0000
-0.1592 -0.0529 -0.3772
-0.3476 0.3341 0.0506
0.1552 0.0247 0.2286
0.2603 -0.0952 -0.3531
-0.0648 0.0361 0.1889
-0.0267 0.0457 0.0282
-0.3007 0.1735 0.2036
-0.1334 0.0717 0.0760
-0.1597 0.0010 0.0121
0.0614 0.0426 -0.0009
-0.0167 -0.6859 -0.0030
0.2419 -0.4734 0.0248
0.1882 0.2956 0.1280
-0.2648 0.1593 0.0684
-0.1828 -0.3720 -0.1790
0.0876 0.2082 0.0888
-0.0533 0.0114 -0.0067
0.2309 0.2016 0.1716
0.0699 0.0543 0.0368
0.2179 -0.0919 -0.0338
-0.0178 0.0073 0.0094
0.2005 -0.1990 -0.0509
-0.4825 -0.1183 -0.0148
-0.0235 0.4200 -0.4516
0.1200 0.3077 0.0006
0.0719 -0.2307 0.3666
0.0098 0.1200 -0.0744
0.0552 0.0262 0.0077
-0.1159 0.0403 -0.4070
-0.0032 -0.0110 -0.0305
-0.0378 -0.1747 -0.3642
0.0509 0.0375 0.0756
-0.1899 -0.3843 0.1597
0.3419 -0.3553 0.4442

Values from the calculation:
**Gap between HOMO and LUMO (alpha / beta)**: 5.23 / 6.24 eV
**Spin multiplicity**: 6
**Calculated total energy**: -244897.0061 eV